Version i
The following is a DFT calculation (ωB97M-V/def2-TZVPD) of a 14-piece molecular cluster, C56H154N14O14 overall.

```
! RIJCOSX wB97M-V def2-TZVPD def2/J DEFGRID3
* xyz 0 1
C 0.902 -19.613 -3.917
C 1.445 -21.049 -4.123
C 2.846 -21.247 -3.548
O 3.313 -22.556 -3.655
C 3.272 -23.185 -4.895
N 0.457 -21.939 -3.540
H -0.049 -19.540 -4.445
H 1.648 -18.955 -4.363
H 0.726 -19.303 -2.887
H 1.444 -21.165 -5.207
H 2.759 -20.922 -2.511
H 3.525 -20.533 -4.014
H 3.742 -24.161 -4.768
H 3.676 -22.574 -5.703
H 2.228 -23.408 -5.114
H 0.962 -22.798 -3.374
H 0.395 -21.635 -2.579
C 7.157 -31.572 -1.906
C 7.302 -32.847 -1.119
C 8.714 -33.498 -1.393
O 8.874 -34.719 -0.714
C 9.866 -34.572 0.355
N 7.093 -32.424 0.297
H 7.883 -30.831 -1.571
H 6.204 -31.045 -1.864
H 7.422 -31.769 -2.945
H 6.614 -33.617 -1.467
H 9.418 -32.749 -1.030
H 8.876 -33.613 -2.465
H 9.832 -35.469 0.973
H 9.738 -33.676 0.962
H 10.856 -34.526 -0.099
H 6.106 -32.280 0.455
H 7.449 -33.215 0.815
C 9.110 -21.474 1.940
C 10.232 -22.109 1.219
C 11.446 -22.296 2.166
O 12.032 -20.968 2.378
C 13.129 -21.011 3.280
N 9.687 -23.264 0.597
H 8.396 -21.086 1.214
H 9.487 -20.612 2.490
H 8.610 -22.090 2.687
H 10.458 -21.439 0.389
H 12.119 -22.942 1.601
H 11.160 -22.778 3.100
H 13.931 -21.687 2.982
H 12.617 -21.173 4.228
H 13.445 -19.968 3.283
H 10.306 -23.664 -0.094
H 8.898 -22.936 0.060
C 1.761 -24.782 1.337
C 1.932 -23.828 2.544
C 0.621 -23.123 2.976
O 0.241 -22.309 1.898
C -0.877 -21.475 2.251
N 2.391 -24.694 3.590
H 2.799 -24.943 1.046
H 1.403 -24.315 0.419
H 1.233 -25.734 1.386
H 2.680 -23.058 2.359
H 0.799 -22.567 3.897
H -0.181 -23.826 3.201
H -1.243 -20.870 1.422
H -0.678 -20.840 3.115
H -1.727 -22.059 2.604
H 3.325 -24.976 3.330
H 2.518 -24.304 4.514
C 8.463 -16.118 6.364
C 7.685 -14.898 5.682
C 6.161 -15.234 5.419
O 6.072 -16.210 4.351
C 4.724 -16.751 4.335
N 7.739 -13.808 6.608
H 8.017 -16.570 7.250
H 9.521 -15.967 6.577
H 8.479 -16.885 5.589
H 8.071 -14.489 4.748
H 5.587 -14.355 5.127
H 5.699 -15.574 6.345
H 4.841 -17.642 3.718
H 3.947 -16.111 3.917
H 4.458 -17.180 5.301
H 8.655 -13.688 7.015
H 7.272 -14.137 7.441
C 2.051 -30.689 -6.728
C 1.577 -32.059 -7.069
C 2.452 -33.103 -6.323
O 3.756 -33.137 -6.882
C 4.257 -34.423 -6.823
N 0.132 -32.041 -6.858
H 3.127 -30.592 -6.878
H 1.912 -30.336 -5.706
H 1.529 -29.976 -7.365
H 1.922 -32.196 -8.094
H 1.925 -34.048 -6.455
H 2.496 -32.891 -5.255
H 4.225 -34.902 -5.844
H 5.300 -34.349 -7.128
H 3.825 -35.102 -7.558
H -0.268 -32.746 -7.460
H -0.210 -31.149 -7.187
C -2.630 -12.340 0.409
C -3.310 -10.946 0.495
C -3.332 -10.425 1.979
O -3.741 -9.070 2.083
C -3.885 -8.581 3.443
N -2.591 -9.999 -0.399
H -2.608 -12.558 -0.659
H -3.091 -13.141 0.988
H -1.627 -12.293 0.832
H -4.305 -11.041 0.061
H -2.410 -10.699 2.492
H -4.122 -11.067 2.367
H -2.940 -8.575 3.987
H -4.665 -9.072 4.025
H -4.177 -7.535 3.355
H -2.518 -9.047 -0.071
H -3.371 -9.816 -1.013
C -5.675 -26.502 0.775
C -5.747 -27.661 1.654
C -6.621 -27.532 2.994
O -6.730 -28.795 3.624
C -7.416 -28.593 4.842
N -6.246 -28.771 0.913
H -5.182 -25.746 1.386
H -6.631 -26.119 0.419
H -5.006 -26.489 -0.086
H -4.711 -27.854 1.935
H -7.531 -26.977 2.766
H -6.043 -26.885 3.653
H -7.761 -29.615 5.000
H -8.258 -27.904 4.899
H -6.599 -28.362 5.526
H -7.200 -28.575 0.645
H -6.243 -29.523 1.587
C 4.085 -12.625 -2.433
C 4.676 -12.432 -1.074
C 6.198 -12.227 -1.056
O 6.955 -13.028 -1.967
C 7.073 -14.393 -1.554
N 4.052 -11.268 -0.481
H 4.405 -13.581 -2.847
H 4.284 -11.796 -3.112
H 2.996 -12.637 -2.388
H 4.490 -13.336 -0.493
H 6.562 -12.322 -0.033
H 6.312 -11.185 -1.353
H 7.553 -14.529 -0.585
H 7.750 -14.870 -2.263
H 6.086 -14.830 -1.708
H 4.319 -10.423 -0.967
H 3.061 -11.206 -0.668
C 10.973 -19.569 -13.980
C 9.559 -18.998 -13.796
C 9.432 -18.309 -12.417
O 9.305 -19.199 -11.339
C 8.882 -18.493 -10.198
N 9.201 -18.149 -14.938
H 11.729 -18.784 -13.987
H 11.133 -20.019 -14.960
H 11.259 -20.227 -13.160
H 8.924 -19.878 -13.901
H 8.476 -17.787 -12.461
H 10.264 -17.624 -12.252
H 8.556 -19.209 -9.444
H 7.902 -18.038 -10.342
H 9.561 -17.749 -9.781
H 9.471 -18.683 -15.752
H 8.199 -18.041 -15.008
C 10.478 -24.914 -6.637
C 11.846 -24.413 -6.224
C 12.658 -25.548 -5.551
O 11.993 -25.931 -4.328
C 12.648 -26.915 -3.530
N 12.330 -23.938 -7.464
H 10.033 -25.204 -5.685
H 10.648 -25.676 -7.397
H 9.963 -24.082 -7.117
H 11.724 -23.589 -5.522
H 13.666 -25.203 -5.322
H 12.738 -26.354 -6.280
H 12.652 -27.941 -3.897
H 12.279 -26.786 -2.512
H 13.639 -26.518 -3.310
H 13.072 -23.353 -7.109
H 11.831 -23.212 -7.959
C -3.726 -23.403 -9.025
C -4.714 -24.193 -8.085
C -4.133 -25.503 -7.486
O -3.892 -26.502 -8.369
C -4.986 -27.310 -8.722
N -5.158 -23.341 -7.027
H -3.357 -23.933 -9.903
H -2.789 -23.171 -8.519
H -4.342 -22.599 -9.426
H -5.614 -24.488 -8.625
H -4.899 -25.822 -6.780
H -3.205 -25.303 -6.951
H -5.446 -27.818 -7.874
H -4.646 -28.012 -9.484
H -5.842 -26.712 -9.034
H -4.333 -23.248 -6.452
H -5.258 -22.442 -7.477
C -2.611 -11.595 -7.385
C -3.900 -10.966 -7.934
C -5.024 -10.632 -6.906
O -6.190 -10.232 -7.692
C -7.355 -10.145 -6.896
N -3.508 -9.925 -8.914
H -2.921 -12.464 -6.806
H -2.084 -10.934 -6.697
H -1.942 -11.929 -8.178
H -4.412 -11.661 -8.600
H -4.623 -9.971 -6.138
H -5.319 -11.548 -6.395
H -7.344 -9.407 -6.094
H -7.529 -11.111 -6.423
H -8.240 -9.997 -7.514
H -2.861 -9.446 -8.304
H -4.174 -9.215 -9.184
C 3.228 -25.617 -15.301
C 4.160 -26.246 -14.154
C 3.661 -25.832 -12.712
O 3.585 -24.401 -12.606
C 4.837 -23.798 -12.771
N 4.131 -27.615 -14.460
H 2.233 -26.058 -15.358
H 3.628 -25.747 -16.307
H 3.188 -24.528 -15.267
H 5.226 -26.029 -14.223
H 4.404 -26.161 -11.986
H 2.736 -26.291 -12.364
H 5.156 -23.737 -13.812
H 5.499 -24.427 -12.177
H 4.828 -22.787 -12.364
H 4.695 -28.124 -13.794
H 3.195 -27.948 -14.282
*
```

Computed properties:
HOMO ... -0.3289 Ha

Version ii
The following is a DFT calculation (ωB97M-V/def2-TZVPD) of a 14-piece molecular cluster, C56H154N14O14 overall.

```
! RIJCOSX wB97M-V def2-TZVPD def2/J DEFGRID3
* xyz 0 1
C -2.631 -3.380 -0.140
C -1.802 -4.605 0.181
C -1.245 -5.411 -0.998
O -2.212 -5.760 -1.960
C -3.229 -6.622 -1.495
N -0.604 -4.147 0.944
H -3.493 -3.686 -0.740
H -2.058 -2.589 -0.618
H -3.118 -2.996 0.760
H -2.346 -5.274 0.856
H -0.701 -6.297 -0.641
H -0.499 -4.790 -1.502
H -2.776 -7.566 -1.162
H -3.956 -6.853 -2.267
H -3.705 -6.206 -0.605
H -0.112 -4.908 1.403
H -0.994 -3.566 1.685
C 3.450 -3.531 -4.265
C 2.464 -4.093 -5.309
C 1.678 -5.326 -4.877
O 2.470 -6.454 -4.603
C 2.901 -7.162 -5.755
N 1.521 -3.017 -5.684
H 4.265 -4.247 -4.106
H 3.026 -3.288 -3.286
H 3.945 -2.602 -4.557
H 2.993 -4.246 -6.253
H 0.941 -5.588 -5.647
H 1.086 -5.018 -4.011
H 2.028 -7.515 -6.315
H 3.531 -7.957 -5.370
H 3.437 -6.469 -6.412
H 0.756 -2.851 -5.014
H 2.018 -2.132 -5.700
C -4.773 3.190 1.228
C -5.832 2.110 1.279
C -5.480 0.718 0.731
O -5.490 0.826 -0.679
C -4.938 -0.308 -1.341
N -6.209 1.947 2.703
H -3.896 2.959 1.836
H -5.090 4.204 1.481
H -4.417 3.369 0.201
H -6.709 2.453 0.725
H -6.268 0.043 1.070
H -4.486 0.425 1.092
H -3.863 -0.109 -1.399
H -5.296 -0.366 -2.369
H -5.230 -1.233 -0.841
H -5.347 1.945 3.242
H -6.686 2.795 2.991
C 3.902 1.487 -3.078
C 4.280 2.967 -2.835
C 3.596 3.534 -1.617
O 2.185 3.522 -1.851
C 1.525 4.264 -0.864
N 5.742 3.059 -2.720
H 4.320 1.094 -4.007
H 2.818 1.409 -3.199
H 4.176 0.809 -2.266
H 3.883 3.526 -3.685
H 3.920 4.572 -1.491
H 3.808 2.976 -0.698
H 1.894 5.297 -0.797
H 1.651 3.843 0.139
H 0.467 4.363 -1.108
H 5.991 2.308 -2.074
H 6.152 2.660 -3.563
C -0.039 -1.097 4.843
C -1.404 -1.022 4.167
C -2.043 0.361 4.434
O -3.334 0.432 3.904
C -4.353 -0.147 4.688
N -1.227 -1.281 2.736
H -0.174 -1.072 5.926
H 0.572 -0.248 4.518
H 0.478 -2.013 4.561
H -2.006 -1.818 4.617
H -1.360 1.022 3.891
H -1.914 0.640 5.486
H -4.298 -1.240 4.656
H -5.344 0.181 4.390
H -4.205 0.101 5.747
H -2.180 -1.261 2.364
H -0.839 -0.421 2.323
C 2.144 0.537 7.652
C 2.832 1.913 7.786
C 1.740 2.994 7.783
O 0.848 2.967 6.687
C 1.454 3.449 5.487
N 3.611 2.019 9.005
H 1.549 0.364 8.552
H 2.927 -0.225 7.654
H 1.525 0.461 6.761
H 3.462 2.048 6.904
H 2.159 3.992 7.972
H 1.061 2.829 8.628
H 1.676 4.501 5.693
H 0.714 3.352 4.691
H 2.328 2.898 5.132
H 4.204 1.205 9.114
H 3.014 2.057 9.823
C 0.844 -1.227 -1.203
C 1.578 -0.837 0.095
C 1.387 0.596 0.567
O 0.090 0.752 1.138
C -0.209 2.094 1.407
N 1.258 -1.802 1.140
H -0.237 -1.079 -1.090
H 0.958 -2.260 -1.538
H 1.151 -0.609 -2.051
H 2.628 -1.067 -0.132
H 1.569 1.304 -0.251
H 2.133 0.860 1.326
H -0.305 2.773 0.558
H 0.475 2.596 2.105
H -1.147 2.192 1.959
H 0.450 -1.471 1.677
H 0.803 -2.635 0.749
C 1.007 6.337 2.276
C -0.206 6.117 3.188
C -0.855 7.455 3.465
O -1.743 7.391 4.572
C -2.518 8.561 4.751
N -1.081 5.181 2.474
H 1.555 5.390 2.288
H 1.661 7.135 2.622
H 0.760 6.454 1.220
H 0.091 5.673 4.139
H -1.412 7.881 2.617
H -0.077 8.217 3.624
H -2.013 9.500 4.516
H -2.722 8.627 5.822
H -3.470 8.475 4.223
H -1.364 5.588 1.591
H -1.935 4.904 2.957
C -3.224 -2.846 -3.609
C -1.990 -3.035 -4.538
C -2.201 -2.415 -5.918
O -3.387 -2.907 -6.476
C -3.574 -2.403 -7.788
N -0.785 -2.455 -3.936
H -3.525 -1.815 -3.423
H -2.981 -3.402 -2.703
H -4.072 -3.361 -4.067
H -1.859 -4.117 -4.604
H -1.317 -2.619 -6.541
H -2.146 -1.317 -5.843
H -3.413 -1.324 -7.822
H -4.559 -2.659 -8.175
H -2.876 -2.941 -8.440
H -0.798 -2.713 -2.950
H -1.002 -1.456 -3.880
C -4.066 2.533 -4.829
C -4.236 1.986 -3.418
C -2.988 2.202 -2.581
O -1.966 1.349 -3.035
C -0.643 1.646 -2.585
N -5.395 2.635 -2.804
H -3.836 3.596 -4.755
H -4.928 2.339 -5.467
H -3.222 2.010 -5.286
H -4.393 0.899 -3.462
H -3.237 1.910 -1.550
H -2.747 3.270 -2.527
H -0.693 1.902 -1.521
H -0.098 2.402 -3.148
H -0.236 0.637 -2.609
H -6.220 2.424 -3.352
H -5.554 2.241 -1.879
C 5.575 -2.211 1.565
C 4.675 -2.631 2.727
C 4.300 -1.400 3.560
O 5.473 -0.744 3.988
C 5.251 0.249 4.946
N 3.461 -3.359 2.336
H 5.117 -1.425 0.947
H 5.716 -2.996 0.820
H 6.477 -1.729 1.943
H 5.222 -3.261 3.435
H 3.731 -1.719 4.442
H 3.696 -0.716 2.945
H 4.553 -0.034 5.735
H 4.962 1.229 4.537
H 6.222 0.532 5.362
H 3.717 -3.848 1.477
H 2.724 -2.693 2.071
C -2.323 3.868 5.447
C -3.767 4.214 5.145
C -4.435 4.999 6.293
O -5.823 4.937 6.123
C -6.571 5.838 6.904
N -3.768 5.074 3.944
H -1.775 3.546 4.561
H -2.215 3.035 6.147
H -1.781 4.721 5.864
H -4.332 3.294 4.988
H -4.027 6.017 6.249
H -4.219 4.558 7.278
H -6.522 5.439 7.930
H -7.647 5.785 6.723
H -6.222 6.859 6.735
H -3.412 5.999 4.173
H -4.744 5.266 3.716
C 3.395 0.391 -9.576
C 3.111 -0.374 -8.266
C 2.330 0.493 -7.275
O 2.240 -0.249 -6.065
C 1.278 0.219 -5.145
N 2.363 -1.563 -8.629
H 4.004 -0.244 -10.213
H 3.758 1.402 -9.389
H 2.466 0.584 -10.124
H 4.050 -0.688 -7.805
H 1.310 0.665 -7.631
H 2.909 1.406 -7.091
H 1.553 -0.089 -4.143
H 0.262 -0.078 -5.428
H 1.197 1.313 -5.143
H 2.007 -2.063 -7.813
H 1.502 -1.335 -9.119
C 2.568 -6.602 0.365
C 3.828 -5.960 -0.189
C 4.394 -6.703 -1.403
O 5.558 -6.109 -1.919
C 5.996 -6.692 -3.132
N 3.540 -4.542 -0.544
H 2.247 -5.933 1.164
H 2.802 -7.591 0.760
H 1.782 -6.721 -0.382
H 4.669 -6.062 0.504
H 3.642 -6.766 -2.206
H 4.531 -7.767 -1.157
H 7.040 -6.417 -3.288
H 5.480 -6.195 -3.959
H 5.886 -7.775 -3.105
H 2.822 -4.681 -1.258
H 4.343 -4.217 -1.081
*
```

Computed properties:
HOMO ... -0.2930 Ha

Order from most stable to least stable according to the calculation: version ii, version i